Computed, not measured: a cluster of 12 separate species, C24H72O24 in total in a non-equilibrium geometry, with ωB97M-V with the def2-TZVPD basis set.

Last column: Mulliken spin population.
Cartesian coordinates (Å):
C -4.774 -3.823 0.067  0.000
C -3.281 -4.216 -0.046  0.000
O -2.327 -3.183 0.254  0.000
O -5.234 -3.761 1.362  0.000
H -5.344 -4.564 -0.494  0.000
H -5.010 -2.876 -0.419  0.000
H -3.050 -4.664 -1.012  0.000
H -3.120 -5.054 0.633  0.000
H -1.660 -3.725 0.681  0.000
H -6.134 -4.094 1.391  0.000
C -3.564 -0.391 1.177  0.004
C -5.107 -0.196 1.507  0.004
O -5.407 0.693 2.645  0.001
O -3.054 -1.347 2.053  0.010
H -3.080 0.579 1.295  0.003
H -3.475 -0.766 0.158  -0.007
H -5.650 -1.110 1.744  0.000
H -5.646 0.247 0.669  -0.002
H -6.332 0.613 2.890  0.000
H -2.950 -2.189 1.605  0.000
C -3.833 3.471 1.538  -0.001
C -5.076 3.356 0.566  0.017
O -5.264 4.534 -0.178  0.009
O -2.591 2.870 1.082  0.004
H -4.032 2.965 2.483  0.000
H -3.672 4.526 1.757  0.001
H -5.870 3.355 1.314  0.004
H -5.130 2.377 0.091  0.008
H -6.183 4.792 -0.079  0.000
H -1.858 3.076 1.666  0.000
C 3.635 -3.536 0.542  0.000
C 4.495 -4.131 -0.615  0.000
O 4.598 -3.293 -1.741  0.000
O 4.315 -2.436 1.162  0.000
H 3.535 -4.259 1.351  0.000
H 2.663 -3.181 0.202  0.000
H 4.095 -5.060 -1.021  0.000
H 5.468 -4.437 -0.231  0.000
H 3.680 -3.323 -2.021  0.000
H 5.105 -2.821 1.548  0.000
C 3.000 -1.138 4.317  0.000
C 3.381 0.349 4.464  0.000
O 2.458 1.114 3.735  0.000
O 1.955 -1.484 5.167  0.000
H 3.830 -1.830 4.461  0.000
H 2.658 -1.291 3.294  0.000
H 4.397 0.529 4.111  0.000
H 3.248 0.506 5.534  0.000
H 1.672 1.215 4.277  0.000
H 1.565 -2.169 4.620  0.000
C 1.659 -4.148 -3.636  0.000
C 0.670 -5.381 -3.736  0.000
O -0.583 -4.916 -4.239  0.000
O 1.470 -3.485 -2.401  0.000
H 1.660 -3.512 -4.522  0.000
H 2.675 -4.506 -3.474  0.000
H 0.553 -5.683 -2.695  0.000
H 1.151 -6.176 -4.306  0.000
H -0.983 -4.285 -3.636  0.000
H 0.550 -3.220 -2.328  0.000
C -0.504 -0.253 -0.028  -0.004
C 0.501 -0.429 1.134  -0.004
O 1.318 0.762 1.193  0.001
O 0.023 -0.188 -1.352  0.000
H -1.052 0.686 0.057  0.007
H -1.163 -1.121 -0.057  -0.002
H 1.153 -1.254 0.846  0.000
H 0.110 -0.597 2.138  0.000
H 1.892 0.581 1.941  0.000
H 0.914 -0.513 -1.207  0.001
C 0.768 4.532 1.135  0.001
C 0.166 4.652 -0.318  0.000
O 0.932 5.475 -1.251  0.000
O 0.125 3.453 1.795  0.000
H 0.585 5.417 1.745  0.000
H 1.793 4.163 1.144  0.000
H -0.860 5.006 -0.217  -0.001
H 0.119 3.648 -0.740  0.000
H 0.480 6.171 -1.734  0.000
H 0.556 2.637 1.531  0.000
C 3.628 0.494 -1.433  0.000
C 4.690 0.919 -0.496  0.000
O 4.515 0.497 0.855  0.000
O 2.464 1.368 -1.261  0.000
H 3.409 -0.570 -1.341  0.000
H 3.922 0.534 -2.481  0.000
H 4.835 1.999 -0.454  0.000
H 5.597 0.502 -0.933  0.000
H 4.722 -0.438 0.929  0.000
H 1.992 1.131 -0.460  0.000
C -1.206 -1.496 -4.590  0.000
C -2.273 -2.236 -3.611  0.000
O -1.568 -2.920 -2.638  0.000
O -0.599 -0.305 -4.080  0.005
H -1.898 -1.307 -5.410  0.000
H -0.505 -2.233 -4.983  0.001
H -2.775 -3.030 -4.165  0.000
H -3.028 -1.587 -3.165  0.000
H -2.006 -2.691 -1.816  0.000
H -0.369 -0.407 -3.154  0.000
C -2.903 1.915 -2.289  0.071
C -3.307 3.414 -2.591  0.183
O -4.686 3.573 -2.918  0.266
O -3.514 1.414 -1.087  0.425
H -1.830 1.772 -2.164  0.013
H -3.300 1.249 -3.055  0.011
H -2.778 3.706 -3.498  0.016
H -3.001 4.085 -1.789  -0.027
H -5.149 3.738 -2.094  -0.002
H -3.079 1.748 -0.298  -0.010
C 4.418 3.921 1.804  0.000
C 5.881 3.529 2.002  0.000
O 6.484 4.474 2.849  0.000
O 3.686 3.651 3.013  0.000
H 3.998 3.390 0.950  0.000
H 4.475 4.967 1.503  0.000
H 6.420 3.636 1.061  0.000
H 5.930 2.460 2.206  0.000
H 6.510 4.081 3.724  0.000
H 3.470 2.715 3.015  0.000

Its spin multiplicity is 2. As for the expectation value of S²: 0.7557. The calculation puts the calculated total energy at -2762.77449 Ha. The net charge is +1. The HOMO energy (spin up / spin down) is -0.4003 / -0.4003 Eh. For the relative energy (zero: lowest compared OMol25 entry of this formula, charge and spin), the calculation gives 187.9 kJ/mol.